Entry 1:
{"formula": "C3HClFO2", "method": "ωB97M-V with the def2-TZVPD basis set", "elements": ["H", "C", "F", "C", "Cl", "O", "C", "O"], "xyz": [[-0.2437, -0.2527, -0.9542], [1.7300, 0.4578, 0.1668], [-1.7004, 0.8514, -0.0750], [-1.3507, 0.1125, -1.1368], [3.1897, 1.6571, 0.3794], [2.5898, -1.2513, -1.5174], [2.2412, -0.6684, -0.5423], [2.1514, -0.8789, 0.7270]], "forces_ev_per_a": [[-1.67, 0.87, 0.37], [-0.58, 1.64, -0.33], [0.89, -0.96, -0.95], [0.61, 0.10, 0.57], [-0.04, -0.13, -0.02], [0.38, -1.03, -1.05], [0.05, 1.26, -0.47], [0.37, -1.75, 1.87]], "gap_ha": 0.2470, "lumo_ev": 3.0, "homo_energy_ev": -3.7, "total_charge": -1}

Entry 2:
{"formula": "C3HClIO2S", "method": "ωB97M-V with the def2-TZVPD basis set", "elements": ["C", "C", "H", "Cl", "O", "I", "O", "C", "S"], "xyz": [[1.3803, -0.7340, -0.0942], [-1.8224, 0.7833, 0.8976], [-0.3428, 0.3084, -1.0563], [-0.7870, -1.9755, -1.0567], [-2.3187, -0.1180, 0.3797], [2.5573, 1.6617, -0.3347], [2.1480, -1.3293, 0.6123], [0.2568, -0.5927, -0.7932], [-1.0716, 1.9960, 1.4455]], "forces_ev_per_a": [[1.37, -0.59, 1.65], [-0.35, -0.92, -0.86], [1.72, -0.70, 0.15], [0.33, -0.94, -0.09], [-0.86, -0.04, 0.45], [-0.21, 0.17, -0.07], [-1.42, 0.53, -1.53], [-1.29, 1.15, -0.55], [0.70, 1.32, 0.85]], "gap_ha": 0.2682, "lumo_ev": 3.0, "homo_energy_ev": -4.3, "total_charge": -1}

Entry 3:
{"formula": "C3HClN3O2", "method": "ωB97M-V with the def2-TZVPD basis set", "elements": ["N", "O", "H", "C", "N", "O", "C", "Cl", "C", "N"], "xyz": [[0.8217, -0.6403, 0.0242], [-1.8480, -1.4601, -1.1049], [3.6988, 0.6458, -0.5783], [-0.4967, 1.2844, 0.1476], [1.8872, -0.0631, -0.0484], [-2.6218, -0.9863, 0.9271], [-1.9051, -1.0258, -0.0108], [-2.1399, 1.8559, 0.2691], [2.9785, 0.3833, 0.1308], [-0.3748, 0.0062, 0.2436]], "forces_ev_per_a": [[0.03, -1.60, -0.05], [0.82, -0.51, -1.92], [0.65, 0.56, -1.16], [2.04, 0.42, -0.22], [-0.70, 0.79, 0.17], [-0.16, 0.30, 1.74], [-0.21, -0.36, 0.16], [-0.54, 0.15, 0.14], [0.01, -0.37, 1.27], [-1.95, 0.61, -0.14]], "gap_ha": 0.2895, "lumo_ev": 3.9, "homo_energy_ev": -4.0, "total_charge": -1}

Entry 4:
{"formula": "C3HClO", "method": "ωB97M-V with the def2-TZVPD basis set", "elements": ["Cl", "O", "C", "C", "H", "C"], "xyz": [[1.9093, 1.7743, -0.7702], [-0.6595, -2.2358, 0.4354], [-0.7302, 0.2017, 0.1120], [1.4406, 0.2872, -0.3639], [-1.2842, 1.0159, 0.2163], [-0.6760, -1.0433, 0.3703]], "forces_ev_per_a": [[-0.10, 1.20, -0.20], [0.35, 2.59, 0.23], [5.56, -1.71, -1.11], [-2.91, -1.63, 0.91], [-2.15, 3.05, 0.48], [-0.76, -3.50, -0.31]], "gap_ha": 0.2808, "lumo_ev": -1.5, "homo_energy_ev": -9.1, "total_charge": 0}

Entry 5:
{"formula": "C3HClO4P", "method": "ωB97M-V with the def2-TZVPD basis set", "elements": ["O", "P", "O", "Cl", "O", "C", "C", "H", "O", "C"], "xyz": [[-1.4724, -0.7152, 0.7761], [-2.8192, -0.1535, -0.3056], [0.5196, 0.2721, 0.9125], [-2.3617, 1.8967, -0.0771], [0.2761, -1.7613, -0.0798], [1.7186, 0.4432, 0.3434], [2.8163, 0.6502, -0.1270], [3.8241, 0.6210, -0.2888], [-2.2389, -0.4080, -1.6134], [-0.2625, -0.8451, 0.4597]], "forces_ev_per_a": [[-1.37, 0.45, 1.36], [-0.45, -0.30, 1.08], [1.25, 0.68, -0.92], [0.02, 1.23, 0.44], [0.50, -0.19, -0.19], [-0.39, -0.34, 0.39], [-2.98, -0.38, 1.17], [1.77, 0.15, -0.56], [0.32, -0.73, -2.08], [1.35, -0.56, -0.69]], "gap_ha": 0.3236, "lumo_ev": 3.8, "homo_energy_ev": -5.1, "total_charge": -1, "smiles": "C#COC(=O)OP([O-])Cl"}

Entry 6:
{"formula": "C3HCuO3", "method": "ωB97M-V with the def2-TZVPD basis set", "elements": ["C", "Cu", "O", "H", "O", "C", "C", "O"], "xyz": [[-0.7812, 0.5100, -0.2450], [-2.8030, -2.4049, 0.6757], [2.1485, -0.9259, 0.1116], [-1.0303, 1.5536, -0.4838], [1.9868, 1.2987, 0.3521], [-1.5645, -0.3252, 0.4305], [1.6087, 0.1840, -0.0431], [0.4350, 0.1098, -0.7979]], "forces_ev_per_a": [[1.37, -0.78, -0.21], [0.75, 0.98, -0.12], [-0.43, 0.43, -0.37], [-0.39, -0.28, 0.56], [-0.89, 0.06, -0.45], [-0.36, 0.25, -0.57], [2.86, -0.56, 2.05], [-2.90, -0.10, -0.90]], "gap_ha": [0.1846, 0.2427], "lumo_ev": [1.6, 2.2], "homo_energy_ev": [-3.4, -4.4], "total_charge": -1, "spin_multiplicity": 2}

Entry 7:
{"formula": "C3HDyFO2", "method": "ωB97M-V with the def2-TZVPD basis set", "elements": ["C", "H", "O", "O", "F", "C", "C", "Dy"], "xyz": [[1.6237, -0.4385, 0.1010], [-2.7483, -0.4544, -0.6975], [0.5466, -1.4299, 0.2676], [2.6780, -0.8525, -0.2798], [-0.5857, 3.1310, 0.9118], [-0.6859, -1.0942, 0.0227], [-1.7578, -0.7860, -0.4491], [0.9294, 1.9245, 0.1232]], "forces_ev_per_a": [[1.86, -3.71, -1.24], [0.19, -0.25, 0.05], [0.54, 0.34, 0.34], [-2.34, 1.73, 1.22], [1.42, -1.30, -0.69], [-0.38, 0.67, -0.87], [0.46, 0.27, 0.62], [-1.74, 2.26, 0.57]], "gap_ha": [0.2360, 0.3309], "lumo_ev": [-8.2, -5.7], "homo_energy_ev": [-14.6, -14.7], "total_charge": 1, "spin_multiplicity": 6}

Entry 8:
{"formula": "C3HF", "method": "ωB97M-V with the def2-TZVPD basis set", "elements": ["F", "C", "H", "C", "C"], "xyz": [[-1.1069, -1.0072, 0.4667], [-0.3770, 0.0792, 0.3885], [-0.5156, 0.5059, 1.4118], [1.5140, 0.2167, -1.5009], [0.4855, 0.2053, -0.7661]], "forces_ev_per_a": [[-0.47, -0.35, -0.51], [2.89, -0.94, -2.73], [0.77, 0.96, -1.37], [0.14, 0.03, -0.20], [-3.33, 0.29, 4.82]], "gap_ha": 0.3209, "lumo_ev": -2.0, "homo_energy_ev": -10.7, "total_charge": 0}

Entry 9:
{"formula": "C3HF3O", "method": "ωB97M-V with the def2-TZVPD basis set", "elements": ["F", "H", "C", "C", "O", "C", "F", "F"], "xyz": [[2.0259, 0.0272, -0.3938], [-1.0149, -1.7368, -0.7363], [-0.7464, -0.0063, 0.8084], [0.7715, 0.4232, -0.4498], [0.2301, 0.9447, 0.7154], [-0.4477, -0.8499, -0.2064], [0.7786, 1.2823, -1.5463], [-1.5971, -0.0846, 1.8088]], "forces_ev_per_a": [[0.09, -0.02, 0.95], [1.64, 2.14, 1.19], [0.40, -2.87, -1.57], [-2.17, -2.69, -2.18], [0.44, 2.23, 1.35], [-0.26, 1.31, -1.16], [-0.99, -1.02, 1.98], [0.84, 0.92, -0.57]], "gap_ha": 0.3958, "lumo_ev": 0.8, "homo_energy_ev": -10.0, "total_charge": 0}

Entry 10:
{"formula": "C3HF3S", "method": "ωB97M-V with the def2-TZVPD basis set", "elements": ["C", "H", "C", "F", "F", "S", "F", "C"], "xyz": [[-0.3597, 0.0417, 0.3957], [-2.6504, -0.0602, -0.3842], [1.0389, -0.3980, 0.0148], [1.4677, 0.0791, -1.1269], [1.9908, -0.1338, 0.9802], [-0.9104, 1.8372, 0.2918], [1.0462, -1.7164, -0.1444], [-1.6231, 0.3505, -0.0271]], "forces_ev_per_a": [[-1.98, 1.18, -1.49], [2.25, 0.70, 0.67], [-0.31, -1.10, 1.44], [0.18, 1.26, -0.61], [-1.26, 0.25, -0.91], [0.34, 2.08, 0.42], [-0.17, -1.04, 0.23], [0.95, -3.32, 0.26]], "gap_ha": 0.2937, "lumo_ev": -0.4, "homo_energy_ev": -8.4, "total_charge": 0, "smiles": "FC(F)(F)C1=CS1"}

Entry 11:
{"formula": "C3HF5O", "method": "ωB97M-V with the def2-TZVPD basis set", "elements": ["F", "C", "F", "H", "F", "C", "F", "C", "O", "F"], "xyz": [[-1.4095, -0.1989, -1.2264], [-0.1993, -1.1697, 1.7801], [0.5340, -0.6795, 2.7996], [-1.1800, -0.8560, 1.9657], [-0.9826, 1.5290, -0.1044], [-0.5502, 0.7881, -1.0307], [1.2471, -0.1131, -2.3927], [0.7368, 0.6944, -1.4262], [0.1939, -1.6588, 0.8141], [1.6097, 1.6646, -1.1790]], "forces_ev_per_a": [[-0.04, -0.16, -0.71], [-0.13, 1.67, 1.24], [0.64, -0.46, -0.08], [-1.97, 0.13, 0.44], [-0.54, 2.34, 1.91], [1.97, -3.05, -1.55], [-1.22, 0.66, 1.43], [0.16, 0.45, -1.43], [1.47, -1.35, -1.55], [-0.33, -0.23, 0.30]], "gap_ha": 0.3913, "lumo_ev": 0.7, "homo_energy_ev": -10.0, "total_charge": 0, "smiles": "FC(F)=C(F)F.O=CF"}

Entry 12:
{"formula": "C3HFInO", "method": "ωB97M-V with the def2-TZVPD basis set", "elements": ["F", "O", "C", "C", "C", "In", "H"], "xyz": [[0.6925, -3.6991, -0.0903], [1.2124, 2.1720, -0.6277], [0.0256, -0.0138, 0.0429], [0.3757, 1.3471, -0.2763], [-0.8847, 1.0001, 0.1944], [0.3845, -1.9816, -0.0054], [-1.8061, 1.1753, 0.7625]], "forces_ev_per_a": [[0.87, -4.48, -0.27], [-2.40, -2.49, 0.92], [-1.12, 1.27, -0.47], [3.76, 3.37, -1.55], [-0.48, -1.88, 1.72], [-0.81, 3.99, 0.43], [0.17, 0.22, -0.77]], "gap_ha": 0.2908, "lumo_ev": -6.3, "homo_energy_ev": -14.2, "total_charge": 1}

Entry 13:
{"formula": "C3HINO", "method": "ωB97M-V with the def2-TZVPD basis set", "elements": ["N", "I", "C", "O", "C", "H", "C"], "xyz": [[0.1492, 1.9021, -1.3856], [-2.1463, -1.3579, -0.2786], [0.4165, -0.1421, 0.8201], [0.7750, 1.0280, 0.8156], [0.5078, 1.7048, -0.3144], [0.4729, -2.0091, 0.1730], [-0.1752, -1.1258, 0.1700]], "forces_ev_per_a": [[0.02, 0.70, -0.12], [-0.08, 0.15, 0.16], [-2.23, -2.25, -1.08], [0.89, 2.33, 1.02], [0.15, -0.67, -0.74], [-0.06, -0.10, -0.65], [1.31, -0.16, 1.42]], "gap_ha": [0.2754, 0.2755], "lumo_ev": [-7.8, -7.8], "homo_energy_ev": [-15.3, -15.3], "total_charge": 1}

Entry 14:
{"formula": "C3HIO2S", "method": "ωB97M-V with the def2-TZVPD basis set", "elements": ["H", "C", "O", "C", "S", "O", "C", "I"], "xyz": [[0.5679, 0.0076, -1.2882], [1.5729, 2.1283, 1.5558], [-1.9111, -2.2038, -1.1616], [-0.0371, -0.5092, -0.5634], [0.4457, -1.9703, 0.2174], [1.6194, 3.2707, 1.7018], [-0.9092, -1.7067, -0.8418], [-1.3485, 0.9834, 0.3801]], "forces_ev_per_a": [[0.19, -0.11, -0.18], [0.37, 3.16, 0.44], [-1.29, -0.38, -1.08], [-2.78, 1.21, -1.20], [1.22, -1.73, 1.39], [-0.17, -3.14, -0.39], [2.06, 1.27, 1.11], [0.41, -0.29, -0.09]], "gap_ha": 0.3300, "lumo_ev": -0.6, "homo_energy_ev": -9.5, "total_charge": 0}

Entry 15:
{"formula": "C3HN", "method": "ωB97M-V with the def2-TZVPD basis set", "elements": ["C", "C", "C", "H", "N"], "xyz": [[-0.0720, -0.1847, -0.0446], [-1.2862, -0.0367, -0.0558], [1.2928, -0.1108, 0.0735], [-2.3433, 0.3089, 0.0915], [2.4087, 0.0233, -0.0646]], "forces_ev_per_a": [[-3.16, 0.51, 0.46], [0.85, 0.60, 0.57], [-1.89, -0.37, -0.70], [1.67, -0.93, -0.50], [2.52, 0.19, 0.18]], "gap_ha": 0.4210, "lumo_ev": 0.3, "homo_energy_ev": -11.1, "total_charge": 0, "smiles": "C#CC#N"}

Entry 16:
{"formula": "C3HN2O2", "method": "ωB97M-V with the def2-TZVPD basis set", "elements": ["N", "O", "O", "N", "C", "C", "C", "H"], "xyz": [[-1.3456, -0.1293, -0.0248], [-3.0523, -1.7412, -0.0698], [0.3743, 1.1618, -0.1826], [2.4491, 0.0729, 0.1835], [-2.3126, -0.8848, -0.0012], [-0.9218, 1.1087, 0.0649], [1.3811, 0.4599, 0.0113], [3.4279, -0.0481, 0.0187]], "forces_ev_per_a": [[1.22, -0.15, 0.10], [-0.65, -0.23, 0.18], [3.26, 0.59, -0.40], [-1.12, 0.36, -0.24], [0.20, 0.16, -0.24], [-4.65, -0.03, 0.61], [1.27, -0.32, -0.22], [0.49, -0.38, 0.20]], "gap_ha": 0.3240, "lumo_ev": -5.8, "homo_energy_ev": -14.6, "total_charge": 1}

Entry 17:
{"formula": "C3HN2O3", "method": "ωB97M-V with the def2-TZVPD basis set", "elements": ["N", "C", "O", "N", "H", "O", "C", "C", "O"], "xyz": [[-1.7231, -0.9832, 0.2536], [1.2501, 0.6652, 0.7131], [0.0514, 0.0885, 1.1345], [1.2505, 0.6904, -0.6799], [-2.0891, -0.9408, 1.1827], [-0.4181, -0.1690, -3.0714], [0.2577, -0.0121, -1.0540], [-0.6111, -0.4613, 0.0158], [2.0318, 1.1223, 1.5055]], "forces_ev_per_a": [[-0.15, -0.57, -2.85], [-0.85, 0.51, 1.15], [0.89, -0.02, 1.03], [0.47, -0.49, -0.31], [0.53, 0.19, 0.74], [1.54, 0.25, 4.54], [-1.62, -0.25, -7.20], [-0.45, 0.82, 3.60], [-0.36, -0.44, -0.71]], "gap_ha": [0.2682, 0.2664], "lumo_ev": [3.0, 3.0], "homo_energy_ev": [-4.3, -4.2], "total_charge": -1}

Entry 18:
{"formula": "C3HN3O2", "method": "ωB97M-V with the def2-TZVPD basis set", "elements": ["N", "O", "N", "C", "N", "C", "O", "C", "H"], "xyz": [[-0.6050, -1.6533, 0.0164], [-1.7613, -1.1151, -0.1420], [2.7579, -0.6759, -0.2152], [1.5972, -0.6397, -0.0307], [-1.6775, 0.2759, -0.2072], [0.2822, -0.6168, 0.2735], [0.2448, 1.5765, -0.0868], [-0.4510, 0.4709, 0.0115], [-0.3873, 2.3775, 0.3806]], "forces_ev_per_a": [[2.81, 0.27, 1.48], [-0.80, 0.89, -0.23], [-3.15, 0.21, 0.29], [6.90, -1.10, 0.01], [-2.39, -0.68, -0.08], [-3.97, -5.31, -1.70], [-2.94, 5.82, 2.29], [0.80, 2.89, 0.20], [2.74, -2.99, -2.27]], "gap_ha": 0.3756, "lumo_ev": -0.8, "homo_energy_ev": -11.0, "total_charge": 0, "smiles": "N#Cc1nonc1O"}

Entry 19:
{"formula": "C3HN3O2S", "method": "ωB97M-V with the def2-TZVPD basis set", "elements": ["O", "H", "C", "C", "N", "N", "C", "O", "N", "S"], "xyz": [[-2.4314, 0.7322, 1.0742], [-0.7309, -1.4437, -1.3417], [-0.1051, -0.9137, -0.6084], [0.0457, -1.4232, 0.7472], [2.6892, 1.1211, 0.1917], [0.1997, -1.8584, 1.7858], [1.9521, 0.7460, -0.5984], [-0.9424, 1.9183, -0.1069], [-1.4525, 0.9768, 0.4379], [0.7755, 0.1446, -1.5813]], "forces_ev_per_a": [[0.77, 0.94, -0.50], [-0.13, -0.07, 0.93], [-0.86, -1.06, 1.05], [0.15, 1.41, -3.89], [0.81, 0.43, 0.50], [0.14, -0.70, 1.90], [0.13, 0.07, 0.70], [-1.25, -0.40, 1.09], [0.33, -0.44, -0.64], [-0.08, -0.18, -1.13]], "gap_ha": [0.3111, 0.2727], "lumo_ev": [-2.0, -1.8], "homo_energy_ev": [-10.5, -9.2], "total_charge": 0}

Entry 20:
{"formula": "C3HN3S2", "method": "ωB97M-V with the def2-TZVPD basis set", "elements": ["S", "N", "N", "C", "H", "S", "C", "N", "C"], "xyz": [[1.4042, -1.7150, 0.0389], [-1.2500, 0.9485, 0.0820], [1.1704, 0.8629, 0.0444], [-0.0610, 0.2699, -0.0167], [3.0040, 0.2355, -0.1462], [-3.7464, 0.0610, 0.0356], [-0.1892, -1.1558, 0.0329], [-2.3544, 0.5640, -0.0072], [2.0225, -0.0711, -0.0636]], "forces_ev_per_a": [[-0.28, 0.88, -0.42], [-0.68, 0.13, -0.30], [-1.29, 0.92, -0.85], [-0.81, -2.25, 0.86], [2.26, -0.05, -0.03], [-2.24, -0.70, 0.04], [-0.32, 0.41, -0.13], [3.38, 1.11, 0.17], [-0.02, -0.44, 0.66]], "gap_ha": 0.2457, "lumo_ev": -1.9, "homo_energy_ev": -8.5, "total_charge": 0}